Formula: C20H41ClF6GeHgN5O13S2
Source: OMol25
Level of theory: wB97M-V/def2-TZVPD

```
! RIJCOSX wB97M-V def2-TZVPD def2/J DEFGRID3
* xyz -1 1
Hg -0.054 0.717 0.894
C 1.519 -2.030 4.334
C 0.423 -1.458 3.436
C -0.410 -0.457 4.234
C -0.453 -2.588 2.912
O 0.990 -0.766 2.319
Ge 2.853 -0.670 1.796
O 2.604 -1.546 0.166
C 2.987 -2.825 -0.285
C 1.760 -3.733 -0.383
C 4.007 -3.463 0.663
C 3.612 -2.658 -1.670
O 2.377 1.014 1.067
C 3.218 2.163 1.162
C 2.342 3.405 1.054
C 3.967 2.201 2.500
C 4.219 2.124 0.009
H 1.067 -2.552 5.179
H 2.161 -1.233 4.714
H 2.147 -2.735 3.784
H -0.755 -0.902 5.170
H -1.282 -0.129 3.667
H 0.194 0.423 4.461
H -0.953 -3.109 3.732
H 0.153 -3.307 2.357
H -1.215 -2.194 2.239
H 1.324 -3.888 0.605
H 2.032 -4.707 -0.798
H 0.991 -3.292 -1.020
H 3.578 -3.558 1.664
H 4.901 -2.841 0.735
H 4.291 -4.458 0.312
H 2.876 -2.242 -2.364
H 3.962 -3.616 -2.062
H 4.454 -1.965 -1.614
H 1.561 3.389 1.815
H 1.855 3.454 0.079
H 2.951 4.302 1.188
H 3.258 2.067 3.321
H 4.467 3.162 2.626
H 4.712 1.407 2.562
H 3.694 2.213 -0.945
H 4.761 1.175 0.018
H 4.938 2.944 0.088
N 0.292 -0.471 -1.046
C 0.773 0.384 -2.137
C 0.293 -0.071 -3.521
C -1.229 0.010 -3.785
C -1.617 1.246 -4.612
N -1.521 2.508 -3.878
C -2.440 2.961 -3.033
N -2.083 3.829 -2.082
N -3.748 2.700 -3.237
C 0.458 1.879 -1.929
O 0.693 2.632 -2.901
O -0.058 2.261 -0.846
H 1.035 -1.120 -0.772
H -0.540 -1.005 -1.283
H 1.864 0.318 -2.113
H 0.634 -1.101 -3.651
H 0.806 0.538 -4.266
H -1.801 0.005 -2.852
H -1.548 -0.869 -4.350
H -2.620 1.135 -5.028
H -0.929 1.338 -5.452
H -0.553 2.732 -3.611
H -1.116 3.751 -1.772
H -2.700 3.919 -1.282
H -3.961 1.847 -3.727
H -4.335 2.828 -2.429
F -4.929 1.937 1.691
C -4.949 0.662 1.409
F -5.234 -0.034 2.495
F -5.899 0.463 0.474
S -3.395 -0.062 0.609
O -3.260 0.592 -0.663
O -2.234 -0.028 1.480
N -4.003 -1.535 0.539
S -3.367 -2.617 -0.400
O -3.506 -3.929 0.147
O -2.099 -2.246 -0.986
C -4.520 -2.619 -1.833
F -4.625 -1.392 -2.371
F -4.072 -3.443 -2.782
F -5.738 -3.015 -1.468
O -2.066 4.584 2.623
Cl -2.075 3.182 2.317
O -0.700 2.676 2.339
O -2.859 2.444 3.271
O -2.607 2.958 0.979
*
```

The LUMO energy comes out at 0.083 Eh. The energy above the lowest of the compared OMol25 structures with the same formula, charge and spin is 26.7 kcal/mol. As for the strongest force on any atom: 1.55 eV/A. The value obtained for the HOMO-LUMO gap is 7.747 eV.

Formula: C20H41FeN2P3Se
Source: OMol25
Level of theory: wB97M-V/def2-TZVPD

```
! RIJCOSX wB97M-V def2-TZVPD def2/J DEFGRID3
* xyz 3 6
Fe 0.667 -0.835 -0.468
P -1.180 -0.501 1.566
P 1.783 -2.642 -0.884
P -1.355 -0.763 -1.782
H 0.437 4.322 -1.146
C -0.602 3.953 -1.147
C -1.270 3.749 0.013
H -0.696 3.599 0.924
C -0.693 0.405 3.097
C -1.403 -2.219 2.229
C -2.936 0.068 1.558
C 3.013 -2.657 -2.229
C 2.702 -3.149 0.605
C 0.635 -4.030 -1.268
C -2.458 0.682 -2.005
C -2.597 -2.085 -1.409
C -0.933 -1.109 -3.521
H -1.092 3.870 -2.127
H -2.326 3.490 0.047
H -0.432 1.440 2.835
H 0.152 -0.074 3.608
H -1.550 0.434 3.787
H -0.418 -2.677 2.375
H -1.976 -2.812 1.507
H -1.937 -2.194 3.183
H -2.970 1.130 1.284
H -3.323 -0.035 2.581
H -3.568 -0.524 0.890
H 3.696 -3.511 -2.120
H 3.582 -1.719 -2.191
H 2.506 -2.711 -3.201
H 3.308 -4.042 0.414
H 2.006 -3.348 1.429
H 3.366 -2.329 0.906
H 1.166 -4.992 -1.258
H 0.175 -3.880 -2.255
H -0.168 -4.054 -0.518
H -3.097 0.480 -2.880
H -1.866 1.588 -2.188
H -3.091 0.857 -1.124
H -3.305 -2.134 -2.247
H -3.141 -1.878 -0.477
H -2.094 -3.055 -1.306
H -1.867 -1.079 -4.100
H -0.470 -2.099 -3.603
H -0.219 -0.347 -3.865
C 2.035 2.424 -4.347
C 1.403 3.636 -3.970
C 1.498 4.759 -4.782
C 2.127 4.706 -6.034
C 2.599 3.459 -6.467
C 2.536 2.327 -5.667
Se 2.261 1.071 -3.117
H -0.413 -1.823 -0.036
H 0.864 3.682 -3.024
H 1.066 5.698 -4.446
H 2.218 5.604 -6.655
H 3.024 3.383 -7.458
H 2.911 1.371 -6.014
N 3.141 1.978 1.494
C 3.157 1.051 2.527
C 2.377 0.020 2.129
N 1.884 0.276 0.851
C 2.359 1.478 0.505
H 3.639 2.864 1.459
H 3.706 1.192 3.434
H 2.121 -0.867 2.674
H 2.230 1.989 -0.451
*
```

The LUMO energy (spin up / spin down) comes out at -0.343 / -0.452 Eh. As for the strongest force on any atom: 3.98 eV/A. The value obtained for the HOMO-LUMO gap (spin up / spin down) is 7.139 / 5.087 eV.

Formula: C20H41GaN2P3S
Source: OMol25
Level of theory: wB97M-V/def2-TZVPD

```
! RIJCOSX wB97M-V def2-TZVPD def2/J DEFGRID3
* xyz 3 1
Ga 1.564 -1.005 -0.051
P 2.865 0.747 1.382
P -0.558 -0.542 1.580
P -2.282 3.251 -2.284
H 2.272 -2.452 -2.382
C 2.101 -1.422 -2.087
C 3.064 -0.665 -1.290
H 4.131 -0.901 -1.220
C 4.419 0.097 2.107
C 2.110 1.608 2.806
C 3.461 2.218 0.459
C -2.089 -1.489 1.244
C -0.499 -0.801 3.407
C -1.162 1.180 1.472
C -2.503 4.093 -3.844
C -1.361 4.235 -1.104
C -3.866 2.748 -1.617
H 1.712 -0.897 -2.979
H 2.947 0.419 -1.395
H 4.801 -0.747 1.518
H 4.253 -0.232 3.144
H 5.172 0.898 2.112
H 1.427 0.961 3.366
H 1.566 2.495 2.456
H 2.920 1.937 3.473
H 4.013 1.944 -0.440
H 4.131 2.808 1.121
H 2.596 2.843 0.196
H -2.869 -1.195 1.966
H -1.881 -2.562 1.366
H -2.432 -1.300 0.219
H -1.324 -0.227 3.858
H 0.449 -0.476 3.853
H -0.636 -1.869 3.622
H -2.131 1.231 1.992
H -1.293 1.455 0.417
H -0.462 1.879 1.947
H -3.199 4.920 -3.671
H -2.920 3.399 -4.586
H -1.542 4.486 -4.202
H -1.743 5.263 -1.151
H -0.296 4.240 -1.374
H -1.489 3.850 -0.084
H -4.618 3.453 -1.984
H -3.836 2.775 -0.522
H -4.101 1.736 -1.967
C -1.962 -0.680 -2.980
C -3.199 -1.330 -3.190
C -3.344 -2.598 -2.598
C -2.260 -3.285 -2.064
C -1.018 -2.653 -1.940
C -0.975 -1.295 -2.202
S -1.399 0.748 -3.747
H -1.592 1.774 -2.757
H -3.948 -0.854 -3.819
H -4.337 -3.047 -2.590
H -2.335 -4.336 -1.743
H -0.111 -3.180 -1.641
H -0.110 -0.654 -2.009
N 2.114 -3.813 3.365
C 1.241 -4.525 2.560
C 1.112 -3.795 1.423
N 1.881 -2.636 1.514
C 2.464 -2.685 2.720
H 2.423 -4.080 4.302
H 0.804 -5.464 2.840
H 0.525 -4.028 0.559
H 3.142 -1.975 3.149
*
```

The LUMO energy (spin up / spin down) comes out at -0.354 / -0.379 Eh. As for the strongest force on any atom: 3.53 eV/A. The value obtained for the HOMO-LUMO gap (spin up / spin down) is 6.492 / 5.643 eV.

Formula: C20H41LuN2P3S
Source: OMol25
Level of theory: wB97M-V/def2-TZVPD

```
! RIJCOSX wB97M-V def2-TZVPD def2/J DEFGRID3
* xyz 3 1
Lu -0.031 0.321 0.912
P 1.815 1.608 1.864
P -1.603 0.738 2.910
P -1.209 2.229 -0.405
H 0.575 -5.127 -7.135
C 0.771 -4.136 -7.547
C 2.035 -3.657 -7.649
H 2.891 -4.249 -7.322
C 3.043 0.494 2.547
C 1.494 2.733 3.212
C 2.753 2.604 0.723
C -3.145 -0.121 2.640
C -1.031 0.122 4.447
C -2.037 2.408 3.286
C -0.717 2.357 -2.106
C -1.174 3.919 0.119
C -2.980 1.863 -0.479
H -0.083 -3.549 -7.885
H 2.232 -2.670 -8.072
H 3.171 -0.412 1.932
H 2.744 0.167 3.553
H 3.994 1.034 2.612
H 0.969 2.247 4.047
H 0.892 3.593 2.885
H 2.465 3.100 3.570
H 3.286 1.971 -0.001
H 3.491 3.179 1.305
H 2.115 3.304 0.164
H -3.768 0.070 3.521
H -2.971 -1.204 2.534
H -3.664 0.218 1.734
H -1.729 0.498 5.199
H -0.015 0.470 4.701
H -1.028 -0.980 4.486
H -2.597 2.362 4.228
H -2.669 2.870 2.516
H -1.156 3.048 3.431
H -1.284 3.177 -2.536
H -0.922 1.429 -2.663
H 0.363 2.583 -2.193
H -2.003 4.424 -0.396
H -0.231 4.394 -0.190
H -1.297 4.060 1.202
H -3.395 2.481 -1.284
H -3.454 2.119 0.477
H -3.171 0.801 -0.686
C 0.448 -0.979 -2.276
C -0.916 -1.351 -2.353
C -1.355 -2.304 -3.269
C -0.449 -2.910 -4.147
C 0.899 -2.549 -4.094
C 1.341 -1.599 -3.180
S 1.124 0.161 -1.202
H -1.527 -0.461 0.320
H -1.623 -0.872 -1.676
H -2.410 -2.575 -3.304
H -0.794 -3.660 -4.871
H 1.615 -3.010 -4.771
H 2.390 -1.321 -3.136
N 0.671 -2.686 1.001
C 1.149 -3.725 1.730
C 1.416 -3.261 3.030
C 1.078 -1.905 3.051
N 0.613 -1.498 1.806
H 0.379 -2.656 0.061
H 1.270 -4.671 1.353
H 1.793 -3.817 3.845
H 1.152 -1.242 3.877
*
```

The LUMO energy (spin up / spin down) comes out at -0.490 / -0.484 Eh. The energy above the lowest of the compared OMol25 structures with the same formula, charge and spin is 115.7 kcal/mol. As for the strongest force on any atom: 4.41 eV/A. The value obtained for the HOMO-LUMO gap (spin up / spin down) is 2.518 / 3.076 eV.

Formula: C20H42AlFNO9
Source: OMol25
Level of theory: wB97M-V/def2-TZVPD

```
! RIJCOSX wB97M-V def2-TZVPD def2/J DEFGRID3
* xyz -1 1
C -0.935 -2.688 -2.876
C -0.431 -1.267 -3.375
O -1.235 -0.597 -4.080
N 0.841 -0.663 -3.053
C 1.992 -1.569 -3.313
Al 0.884 0.146 -1.310
O -0.924 0.457 -0.840
C 1.791 1.996 -1.570
C 1.642 2.959 -0.313
F 0.287 3.410 -0.210
C 1.864 -0.931 0.119
C 1.855 -0.294 1.586
C 0.492 0.403 2.014
O -0.518 -0.620 2.179
H -2.052 -2.614 -2.701
H -0.429 -2.978 -1.893
H -0.741 -3.462 -3.679
H 2.695 -1.084 -4.075
H 1.637 -2.566 -3.757
H 2.615 -1.831 -2.402
H -1.316 -0.431 -0.688
H 2.903 1.804 -1.752
H 1.369 2.495 -2.504
H 1.937 2.400 0.625
H 2.324 3.873 -0.433
H 2.970 -0.972 -0.204
H 1.493 -2.009 0.069
H 2.743 0.414 1.782
H 2.012 -1.165 2.319
H 0.167 1.267 1.361
H 0.670 0.848 3.056
H -1.226 -0.540 1.514
O -0.990 2.413 3.956
C -2.088 2.023 4.262
O -3.095 2.904 4.432
C -4.468 2.534 4.589
C -4.791 2.240 6.040
C -2.335 0.569 4.553
H -4.731 1.708 3.925
H -5.055 3.394 4.258
H -4.215 1.391 6.415
H -5.853 2.017 6.160
H -4.537 3.098 6.668
H -2.092 0.365 5.597
H -1.683 -0.025 3.909
H -3.353 0.247 4.340
O 4.217 0.351 3.241
C 4.170 -0.176 4.324
O 3.078 -0.869 4.690
C 3.000 -1.696 5.855
C 2.608 -0.885 7.073
C 5.283 0.010 5.321
H 3.927 -2.255 6.004
H 2.224 -2.436 5.651
H 3.355 -0.123 7.306
H 2.492 -1.532 7.945
H 1.666 -0.362 6.895
H 5.112 0.930 5.881
H 6.224 0.093 4.775
H 5.401 -0.826 6.008
O -2.694 -2.138 -11.013
C -2.437 -1.379 -10.107
O -1.651 -1.778 -9.097
C -1.121 -0.898 -8.090
C -2.100 -0.718 -6.949
C -3.065 -0.014 -10.044
H -0.807 0.054 -8.526
H -0.216 -1.377 -7.713
H -3.028 -0.249 -7.286
H -1.665 -0.099 -6.164
H -2.370 -1.686 -6.523
H -4.039 -0.089 -9.559
H -3.200 0.350 -11.064
H -2.453 0.727 -9.534
*
```

The LUMO energy comes out at 0.081 Eh. As for the strongest force on any atom: 3.30 eV/A. The value obtained for the HOMO-LUMO gap is 6.771 eV.

Formula: C20H42BIO10S5
Source: OMol25
Level of theory: wB97M-V/def2-TZVPD

```
! RIJCOSX wB97M-V def2-TZVPD def2/J DEFGRID3
* xyz 0 1
O -4.272 -3.813 -4.788
S -5.505 -3.071 -4.685
O -6.330 -2.871 -5.849
C -6.487 -3.758 -3.353
C -6.031 -2.988 -2.118
C -5.920 -1.520 -2.553
C -5.167 -1.498 -3.886
H -6.307 -4.830 -3.304
H -7.534 -3.560 -3.588
H -6.729 -3.115 -1.291
H -5.054 -3.354 -1.794
H -6.920 -1.101 -2.686
H -5.402 -0.915 -1.809
H -5.501 -0.697 -4.542
H -4.091 -1.436 -3.737
O -0.913 1.515 -3.751
S -1.002 0.108 -3.452
O -1.912 -0.366 -2.435
C -1.294 -0.790 -4.978
C 0.105 -1.094 -5.501
C 0.925 -1.538 -4.282
C 0.651 -0.537 -3.154
H -1.895 -0.168 -5.639
H -1.833 -1.704 -4.725
H 0.080 -1.860 -6.275
H 0.542 -0.191 -5.935
H 0.607 -2.536 -3.974
H 1.990 -1.589 -4.496
H 0.667 -0.995 -2.167
H 1.338 0.307 -3.181
O 5.588 -3.161 -1.631
S 4.370 -2.398 -1.534
O 3.562 -2.173 -2.709
C 3.361 -3.078 -0.222
C 3.806 -2.320 1.023
C 3.933 -0.853 0.596
C 4.717 -0.830 -0.724
H 3.525 -4.153 -0.180
H 2.320 -2.864 -0.464
H 3.085 -2.440 1.831
H 4.774 -2.699 1.363
H 2.940 -0.430 0.441
H 4.432 -0.248 1.353
H 4.402 -0.027 -1.388
H 5.794 -0.780 -0.570
O 1.301 -0.598 2.232
S 1.757 0.532 3.009
O 2.381 1.660 2.362
C 0.404 1.088 4.035
C 0.545 0.279 5.317
C 2.044 0.266 5.643
C 2.801 -0.070 4.351
H -0.529 0.927 3.498
H 0.558 2.150 4.223
H -0.040 0.723 6.122
H 0.185 -0.741 5.159
H 2.353 1.260 5.959
H 2.274 -0.445 6.436
H 3.761 0.439 4.286
H 2.931 -1.142 4.205
O 4.148 3.138 4.864
S 3.054 4.002 5.224
O 1.876 3.457 5.859
C 3.682 5.362 6.205
C 4.027 6.432 5.174
C 2.865 6.443 4.171
C 2.569 4.985 3.798
H 4.531 5.010 6.788
H 2.877 5.683 6.867
H 4.166 7.404 5.646
H 4.957 6.169 4.665
H 1.985 6.893 4.636
H 3.104 7.027 3.283
H 1.516 4.799 3.599
H 3.169 4.640 2.957
B -10.724 -2.488 -6.142
I -10.204 -1.197 -4.573
H -10.094 -3.476 -6.291
H -11.642 -2.194 -6.826
*
```

The LUMO energy comes out at -0.006 Eh. As for the strongest force on any atom: 0.45 eV/A. Its SMILES is O=S1(=O)CCCC1.O=S1(=O)CCCC1.O=S1(=O)CCCC1.O=S1(=O)CCCC1.O=S1(=O)CCCC1.BI. The value obtained for the HOMO-LUMO gap is 9.510 eV.